Record 1
Computed, not measured: a cluster of 2 separate species, C12H17N in total in a non-equilibrium geometry, with ωB97M-V/def2-TZVPD.

Element x y z (Å)
N  -1.155  -3.013  0.495
C  -0.778  -0.102  -1.574
C  -2.046  0.339  -1.781
C  -1.630  -1.996  -0.284
C  0.650  -1.949  -0.396
C  2.013  -1.555  -0.785
C  0.221  -2.956  0.480
C  -0.496  -1.304  -0.872
C  -3.124  -0.432  -1.285
C  0.996  2.709  1.539
C  2.058  1.591  1.668
C  0.464  2.927  0.157
C  -2.899  -1.477  -0.383
H  -4.147  -0.196  -1.542
H  0.656  -3.743  1.079
H  -1.750  -3.551  1.106
H  1.405  3.566  2.087
H  1.984  -0.716  -1.472
H  2.558  -1.214  0.104
H  2.623  -2.374  -1.166
H  -0.193  2.143  -0.221
H  -3.750  -1.911  0.128
H  1.864  0.741  1.016
H  1.258  3.119  -0.573
H  -2.192  1.283  -2.284
H  0.091  0.489  -1.844
H  0.219  2.457  2.274
H  3.071  1.961  1.482
H  2.084  1.273  2.710
H  -0.058  3.891  0.135

Force components x, y, z for each atom (eV/Å):
N 1.7987 0.3184 0.1819
C 1.7908 -0.1587 0.2472
C -0.7765 -0.3987 -0.0069
C 0.0222 2.0877 -0.6192
C 0.1534 0.9485 -0.9489
C 0.7287 0.1170 0.8045
C -2.7018 -1.7464 0.7252
C -2.0176 -0.9247 0.8726
C 0.5723 0.7340 0.0583
C 0.5059 -1.1475 1.7604
C 0.0854 0.6244 0.3526
C 0.1623 1.6038 -0.4295
C -0.1782 -1.0133 -0.3985
H -0.0087 0.2818 0.1283
H 0.8770 0.3460 -0.1588
H 0.2952 -0.2956 0.0808
H 0.1305 0.4142 -0.9242
H 0.0996 -0.1556 -0.1859
H -0.0263 0.0218 -0.0295
H -0.2029 -0.0557 -0.2579
H 0.0492 -0.0092 0.2352
H 0.0682 -0.1651 -0.0486
H -0.0933 -0.0790 0.0130
H 0.1588 -0.4454 0.0771
H -0.2392 -0.1336 -0.1608
H -0.2280 0.1288 -0.3364
H -0.4265 -0.2247 -0.6007
H -0.1281 -0.0261 -0.3634
H -0.0382 -0.3293 -0.0397
H -0.4328 -0.3180 -0.0281

The net charge is +1. Its multiplicity is 2. Its HOMO-LUMO gap (alpha / beta) is 9.2 / 6.3 eV. The calculation puts the total energy at -521.918038 Ha. The expectation value of S² is 0.779. The relative energy (zero: lowest compared OMol25 entry of this formula, charge and spin) comes out at 0.670 eV.

Record 2
Computed, not measured: the ion C12H17N2 with charge +1 in a non-equilibrium geometry, with ωB97M-V/def2-TZVPD.

Element x y z (Å)
N  -0.641  2.065  0.163
N  0.476  -0.228  -0.545
C  -1.764  -1.277  -0.308
C  1.229  -1.298  0.188
C  -1.487  1.028  0.128
C  2.638  -0.791  0.329
C  0.692  -1.490  1.658
C  0.675  -0.440  -2.057
C  1.612  3.144  0.013
C  -3.687  0.039  0.239
C  -0.923  -0.241  -0.311
C  -3.124  -1.154  -0.200
C  -2.844  1.105  0.483
C  0.550  2.150  0.092
H  -1.489  -2.285  -0.712
H  -0.153  -2.079  1.913
H  1.228  3.784  -0.913
H  1.146  -2.271  -0.335
H  2.700  0.034  0.976
H  1.410  -2.082  2.136
H  1.331  -1.340  -2.190
H  3.198  -1.625  0.853
H  0.700  -0.567  2.225
H  1.652  3.782  0.814
H  -3.685  -2.069  -0.237
H  -4.679  0.116  0.486
H  -0.418  -0.642  -2.465
H  -3.245  2.066  0.776
H  3.146  -0.557  -0.589
H  1.183  0.433  -2.472
H  2.574  2.687  -0.141

Force components x, y, z for each atom (eV/Å):
N 3.0257 0.5650 0.4401
N -0.3439 -1.0396 -1.3156
C -0.3552 -3.3075 -2.3341
C -1.2666 0.5384 1.7338
C -2.1990 -3.0439 -0.4010
C 1.0516 -2.8581 0.2809
C 0.8433 0.6494 -0.9862
C -1.2974 -0.6596 0.4295
C -0.7186 -0.6143 -4.2988
C 2.3300 -0.6933 -0.1333
C 0.8720 3.6296 1.7896
C -0.8431 0.5107 1.5515
C 0.8038 0.9272 -1.0412
C -2.3752 0.8113 0.4329
H 0.4761 0.9473 0.7274
H -1.4819 -0.0883 -0.6981
H 1.3306 -1.2023 1.6624
H 0.1394 0.5313 0.0250
H -0.1750 1.2490 0.8622
H 1.6212 -0.7799 0.6915
H -0.7421 0.8447 -0.1071
H -0.2157 0.9897 -0.7510
H -0.2582 0.3920 -0.1040
H -0.1957 1.2706 2.3177
H -0.4826 -0.0350 -0.3474
H -2.2976 0.1495 0.3232
H 2.6484 0.5388 0.2044
H 0.0424 -0.0502 0.2078
H 0.1217 -0.0069 -0.5383
H -0.3984 -0.1823 -0.2637
H 0.3400 0.0169 -0.3601

The net charge is +1. Its multiplicity is 1. Its HOMO-LUMO gap is 8.3 eV. The calculation puts the total energy at -576.616310 Ha. The relative energy (zero: lowest compared OMol25 entry of this formula, charge and spin) comes out at 3.061 eV. As for the SMILES: CC#[N+]c1ccccc1N(C)C(C)C.

Record 3
Computed, not measured: the ion C12H17N2O with charge +1 in a non-equilibrium geometry, with ωB97M-V/def2-TZVPD.

Element x y z (Å)
O  3.468  -2.342  0.097
N  2.996  -1.307  -0.673
N  1.084  0.091  -1.054
C  0.963  1.256  1.331
C  1.566  2.453  -0.817
C  -3.824  -1.401  0.062
C  0.902  -1.904  0.547
C  -1.753  -1.093  -1.167
C  -2.920  -1.847  -0.925
C  -1.444  0.107  -0.427
C  -2.267  0.427  0.628
C  -3.449  -0.338  0.844
C  0.807  1.366  -0.155
C  -0.301  0.765  -0.865
C  1.772  -1.043  -0.357
H  1.006  3.357  -0.789
H  1.887  2.261  -1.790
H  -4.188  0.038  1.496
H  -1.042  -1.424  -1.961
H  -0.173  -1.985  0.189
H  1.725  0.333  -1.823
H  2.470  2.762  -0.258
H  -2.281  1.340  1.170
H  -4.549  -2.131  0.249
H  1.937  0.904  1.590
H  0.860  -1.200  1.466
H  0.164  0.661  1.876
H  4.152  -2.758  -0.427
H  0.672  2.325  1.690
H  1.354  -2.848  0.965
H  -0.682  1.290  -1.789
H  -3.183  -2.737  -1.537

Force components x, y, z for each atom (eV/Å):
O -0.4241 -0.0852 0.2146
N -1.9272 1.4929 -0.0547
N 1.8928 -0.9933 1.2924
C -2.8501 1.3823 1.0316
C 0.7937 1.6416 2.1240
C 2.9247 -0.8512 -0.8112
C -0.3874 1.6468 2.0533
C -0.6522 -0.1754 -0.3175
C 0.7865 0.8926 -0.5631
C -2.4333 -4.6069 1.0237
C -1.9845 -0.7250 -0.5267
C 0.2443 0.6221 -0.8819
C 0.7907 -0.7104 -0.2485
C 1.3786 2.6053 -2.8507
C -0.6921 -2.3638 -0.3786
H -0.7828 0.8216 -0.2829
H 0.1624 -0.3215 -1.7190
H -0.3590 0.3403 1.1622
H -0.6987 0.3312 0.6697
H 1.6717 -0.1674 0.3815
H -0.9578 0.1682 0.0264
H -0.2791 -0.6520 -0.0395
H 0.7866 0.6994 0.4606
H -1.8152 -0.1017 0.6089
H 0.7278 0.2688 0.4604
H -0.3732 -1.4421 -0.9716
H 1.0499 0.3546 -1.0419
H 0.5186 0.0540 -0.2941
H 1.2398 -1.6080 -0.3612
H -0.3926 1.0905 -1.1210
H 1.5457 -0.3739 0.4132
H 0.4952 0.7652 0.5416

The net charge is +1. Its multiplicity is 1. Its HOMO-LUMO gap is 9.9 eV. The calculation puts the total energy at -651.813247 Ha. The relative energy (zero: lowest compared OMol25 entry of this formula, charge and spin) comes out at 5.661 eV. As for the SMILES: C/C(=N\O)[N@H+]1[C@@H](c2ccccc2)C1(C)C.

Record 4
Computed, not measured: an isolated molecule of C12H17N3 in a non-equilibrium geometry, with ωB97M-V/def2-TZVPD.

Element x y z (Å)
N  2.368  -0.603  -2.769
N  1.186  -0.619  -0.518
N  -1.129  -0.051  0.682
C  0.933  0.089  1.976
C  1.816  1.436  -1.776
C  0.308  -0.758  3.156
C  0.122  -0.151  0.739
C  -2.443  1.102  -0.938
C  1.094  -2.411  -2.101
C  1.120  1.590  1.770
C  -2.092  -0.226  -0.366
C  2.102  -1.864  -2.996
C  1.884  0.090  -1.792
C  -2.489  -1.461  -0.693
C  0.704  -1.836  -0.922
H  -3.261  -1.576  -1.369
H  2.302  2.035  -2.466
H  -1.914  -2.214  -0.138
H  -2.956  0.817  -1.900
H  0.682  -0.423  4.026
H  1.068  1.868  -1.135
H  -0.721  -0.425  3.026
H  0.972  -3.477  -2.381
H  -3.064  1.609  -0.279
H  2.738  -2.369  -3.703
H  1.893  -0.430  1.595
H  -1.594  1.783  -1.030
H  1.335  2.042  2.747
H  0.407  -1.851  2.980
H  0.074  -2.378  -0.121
H  1.761  1.708  0.951
H  0.183  2.010  1.373

Force components x, y, z for each atom (eV/Å):
N 2.3561 -2.5173 -2.4826
N -1.7367 -0.3575 -1.3772
N 1.3172 -0.8432 -0.4135
C 1.7351 -3.0709 -2.5455
C -1.1563 -1.3192 1.2233
C -1.2335 1.0027 -4.2109
C -0.3317 -0.5483 -1.9174
C -0.1918 -1.5966 -2.0107
C 1.0571 -2.9146 -1.5371
C -1.8890 0.1710 2.3809
C 2.0091 0.0900 0.5986
C -1.0472 2.7473 3.2376
C -2.9150 2.7303 3.8303
C 2.0674 1.4053 2.0335
C 0.1726 -0.6752 0.8004
H -1.2321 -0.7637 -1.2998
H 0.8383 0.8431 -1.2954
H -1.1176 -0.2461 -0.5985
H 0.4547 1.1681 0.7694
H 1.2779 0.7143 3.2371
H 0.2173 0.3445 0.3389
H -0.4013 -0.6115 0.8009
H -0.8793 0.6108 0.9456
H -1.6617 0.8884 1.0928
H -0.4968 -0.3652 -0.3761
H -0.9616 0.9469 1.4118
H 0.2002 -0.5012 -0.5381
H 0.5779 0.4717 -0.6496
H 0.0768 0.8895 0.1152
H 1.1465 0.6529 -1.7582
H 1.6842 0.5101 -0.5266
H 0.0635 0.1436 0.7211

Its multiplicity is 1. Its HOMO-LUMO gap (alpha / beta) is 7.5 / 7.5 eV. The calculation puts the total energy at -631.501196 Ha. The relative energy (zero: lowest compared OMol25 entry of this formula, charge and spin) comes out at 6.188 eV. As for the SMILES: C=C(C)/N=C(/C(C)C)N1C=CC=NC1=C.